(1)
The following is a quantum chemistry calculation of 5 unconnected molecules or ions with the total composition C6H22O5 at a distorted geometry, from the Open Molecules 2025 dataset.

Its SMILES is CCO.CCO.CCO.O.O. The max |F| is 0.039 hartree/bohr. The total energy comes out at -617.92844 Ha. Its net charge is 0. The energy relative to the best compared isomer or geometry (same formula, charge and spin) is 44.6 kcal per mole. Its LUMO energy is 0.4175 eV. Its orbital gap is 10.504 eV.

```
33
Properties=species:S:1:pos:R:3:mulliken_charge:R:1
O -1.412 -0.217 0.750 -0.64
H -2.194 0.160 1.153 0.32
H -1.163 -0.934 1.335 0.32
O -3.621 -3.406 4.343 -0.64
H -3.843 -2.966 5.163 0.32
H -2.699 -3.646 4.440 0.32
C -3.114 2.192 -6.848 -0.99
C -2.675 2.013 -5.417 -0.19
O -2.864 0.685 -4.834 -0.53
H -4.081 1.724 -7.032 0.30
H -2.358 1.737 -7.487 0.26
H -3.246 3.245 -7.098 0.32
H -3.342 2.676 -4.866 0.23
H -1.672 2.399 -5.237 0.29
H -2.428 0.625 -3.980 0.30
C 2.962 -6.058 4.636 -1.08
C 1.922 -5.538 3.700 -0.20
O 1.722 -4.176 3.835 -0.51
H 2.781 -5.924 5.702 0.30
H 3.937 -5.595 4.480 0.33
H 3.127 -7.118 4.442 0.31
H 1.000 -6.117 3.748 0.32
H 2.305 -5.827 2.721 0.23
H 2.573 -3.737 3.772 0.30
C 1.362 5.118 0.359 -0.96
C 2.647 4.564 -0.191 -0.28
O 3.082 5.173 -1.407 -0.50
H 1.492 6.127 0.750 0.26
H 0.999 4.470 1.156 0.30
H 0.534 5.052 -0.347 0.35
H 2.553 3.490 -0.355 0.27
H 3.420 4.767 0.551 0.27
H 2.294 5.043 -1.939 0.30
```

=====

(2)
The following is a quantum chemistry calculation of 5 unconnected molecules or ions with the total composition C6H23BrN2O4 at a distorted geometry, from the Open Molecules 2025 dataset.

The max |F| is 0.068 hartree/bohr. The total energy comes out at -3226.84422 Ha. Its net charge is 0. Its LUMO energy is 0.0604 eV. Its orbital gap is 7.112 eV.

```
36
Properties=species:S:1:pos:R:3:mulliken_charge:R:1
N -0.739 0.704 0.411 0.07
H -0.797 1.622 -0.006 0.12
H 0.223 0.459 0.600 0.29
H -0.923 -0.088 -0.188 0.34
H -1.355 0.637 1.209 0.23
Br 0.241 3.652 -0.997 -0.81
C 3.990 -0.074 -0.430 -1.35
C 2.501 0.263 -0.424 0.45
C 1.846 0.143 -1.807 -0.80
O 1.653 -1.215 -2.156 -0.31
C 1.046 -1.420 -3.418 -0.87
N 1.741 -0.506 0.577 -0.70
H 4.505 0.870 -0.607 0.35
H 4.244 -0.831 -1.172 0.31
H 4.357 -0.415 0.537 0.37
H 2.423 1.302 -0.102 0.29
H 2.484 0.579 -2.576 0.42
H 0.884 0.646 -1.903 0.42
H 0.194 -0.788 -3.667 0.32
H 0.714 -2.457 -3.473 0.27
H 1.966 -1.394 -4.002 0.36
H 2.343 -0.660 1.373 0.22
H 1.600 -1.438 0.214 0.16
O -1.047 -1.909 -0.587 -0.61
H -1.727 -2.444 -0.996 0.28
H -0.250 -2.433 -0.665 0.23
C -3.078 -0.080 2.816 -0.60
C -3.688 1.232 2.241 -0.38
O -3.516 1.347 0.901 -0.48
O -1.636 -0.080 2.866 -0.59
H -3.383 -0.981 2.284 0.30
H -3.470 -0.332 3.801 0.37
H -3.350 2.055 2.870 0.33
H -4.757 1.188 2.449 0.40
H -3.922 2.179 0.644 0.31
H -1.318 0.662 3.385 0.30
```

=====

(3)
The following is a quantum chemistry calculation of 5 unconnected molecules or ions with the total composition C6H23NO4S at a distorted geometry, from the Open Molecules 2025 dataset.

The max |F| is 0.039 hartree/bohr. The total energy comes out at -995.97443 Ha. Its net charge is +1. The energy relative to the best compared isomer or geometry (same formula, charge and spin) is 0.0 kcal per mole. Its LUMO energy (spin up / spin down) is -3.3337 / -8.2618 eV. The spin multiplicity is 2. Its orbital gap (spin up / spin down) is 9.273 / 4.327 eV.

```
35
Properties=species:S:1:pos:R:3:lowdin_spin:R:1
C -2.300 0.135 1.672 0.00
C -1.247 1.080 2.248 0.11
S 0.115 0.482 3.240 0.75
C -2.339 0.155 0.132 0.00
N -1.108 -0.318 -0.488 0.00
C -0.928 0.238 -1.833 0.00
C 0.273 -0.431 -2.500 0.00
C 0.987 0.505 -3.468 0.00
H -2.105 -0.857 2.059 0.00
H -3.294 0.452 1.982 0.00
H -1.615 1.926 2.834 0.03
H -0.710 1.612 1.435 0.04
H -0.170 -0.843 3.295 0.03
H -2.706 1.120 -0.209 0.00
H -3.113 -0.573 -0.102 0.00
H -0.324 0.033 0.069 0.00
H -1.803 -0.017 -2.413 0.00
H -0.799 1.309 -1.858 0.00
H -0.009 -1.335 -3.033 0.00
H 0.935 -0.731 -1.697 0.00
H 1.138 1.508 -3.073 0.00
H 0.452 0.534 -4.427 0.00
H 2.037 0.273 -3.575 0.00
H 1.686 1.498 -0.015 0.00
H 1.381 2.957 0.470 0.00
O 0.974 2.188 0.016 0.00
H -0.104 -3.948 1.350 0.00
H -0.641 -2.592 0.565 0.00
O -0.286 -2.963 1.431 0.00
H 3.055 -0.115 0.696 0.00
H 3.592 1.376 0.905 0.00
O 3.305 0.725 0.200 0.00
H 2.558 -2.113 1.118 0.00
H 1.104 -1.803 1.420 0.00
O 2.009 -1.467 1.551 0.02
```

=====

(4)
The following is a quantum chemistry calculation of a molecular structure, C6H23NO5 at a distorted geometry, from the Open Molecules 2025 dataset.

The max |F| is 0.234 hartree/bohr. The total energy comes out at -672.99689 Ha. Its net charge is 0. The energy relative to the best compared isomer or geometry (same formula, charge and spin) is 231.8 kcal per mole. Its LUMO energy is -0.3459 eV. Its orbital gap is 7.997 eV.

```
35
Properties=species:S:1:pos:R:3:mulliken_charge:R:1
O 0.631 0.288 1.420 -0.88
H -0.085 -0.094 1.927 0.18
H 0.718 -0.284 0.658 0.53
O -0.607 -1.953 -1.450 -0.65
H -0.245 -2.263 -0.620 0.20
H -1.189 -2.656 -1.736 0.29
O 0.920 -0.935 -0.021 -0.82
H 0.330 -1.021 -0.770 0.13
H 1.273 -1.815 0.109 0.67
C 1.209 -2.635 2.344 -0.82
C 1.194 -3.540 1.120 -0.34
O 1.535 -2.952 -0.088 -0.49
H 0.603 -1.757 2.120 0.04
H 2.237 -2.341 2.557 0.28
H 0.888 -3.020 3.312 0.41
H 0.244 -4.054 0.972 0.31
H 1.842 -4.374 1.388 0.39
H 1.715 -3.587 -0.785 0.35
C -0.065 3.749 0.921 -1.23
C -0.247 3.249 -0.533 0.36
C -0.848 1.818 -0.623 -0.15
O -0.941 1.476 -2.005 -0.37
C -1.290 0.146 -2.081 -0.41
N -1.042 4.119 -1.308 -0.84
H 0.814 4.392 0.963 0.28
H 0.028 2.946 1.652 0.27
H -1.024 4.216 1.144 0.35
H 0.725 3.378 -1.009 0.34
H -1.808 1.821 -0.106 0.18
H -0.226 1.095 -0.095 0.07
H -1.186 -0.460 -2.980 0.41
H -2.313 -0.074 -1.773 0.37
H -0.645 -0.534 -1.525 0.01
H -1.163 3.586 -2.158 0.36
H -1.982 4.071 -0.941 0.26
```

=====

(5)
The following is a quantum chemistry calculation of 7 unconnected molecules or ions with the total composition C6H23NO7 at a distorted geometry, from the Open Molecules 2025 dataset.

Its SMILES is N/C=C/CCCC=O.O.O.O.O.O.O. The max |F| is 0.048 hartree/bohr. The total energy comes out at -823.77419 Ha. Its net charge is 0. The energy relative to the best compared isomer or geometry (same formula, charge and spin) is 45.1 kcal per mole. Its LUMO energy is 0.2415 eV. Its orbital gap is 9.301 eV.

```
37
Properties=species:S:1:pos:R:3:mulliken_charge:R:1
O -4.288 2.021 -0.242 -0.48
C -3.590 1.230 -0.812 -0.09
C -2.082 1.506 -0.962 -0.56
C -1.334 0.829 0.200 -0.57
C -0.793 -0.569 -0.128 0.02
N 2.448 -1.723 -1.841 -0.65
C 1.456 -1.323 -0.893 -0.65
C 0.287 -0.759 -1.165 -0.43
H -3.901 0.297 -1.303 0.35
H -2.091 2.599 -0.943 0.28
H -1.771 1.178 -1.956 0.32
H -2.084 0.645 0.972 0.43
H -0.503 1.425 0.574 0.49
H -1.629 -1.186 -0.489 0.39
H -0.598 -1.013 0.852 -0.54
H 3.313 -1.260 -1.594 0.23
H 2.195 -1.348 -2.749 0.23
H 1.601 -1.729 0.098 0.92
H -0.158 -0.547 -2.136 0.32
H -0.757 -2.962 2.253 0.27
H -0.039 -4.238 1.865 0.30
O -0.669 -3.591 1.533 -0.58
H 2.159 -3.707 -1.161 0.37
H 0.918 -4.054 -1.937 0.29
O 1.535 -4.437 -1.309 -0.66
H 0.537 3.418 -1.183 0.31
H 0.499 4.259 0.157 0.31
O 1.050 3.925 -0.555 -0.64
H 1.662 -0.607 1.794 0.29
H 0.303 -0.820 2.695 0.32
O 1.054 -1.199 2.262 -0.59
H 2.678 0.769 0.528 0.32
H 3.371 1.243 1.841 0.29
O 3.081 0.502 1.315 -0.64
H -1.560 3.053 1.623 0.30
H -1.407 4.418 1.156 0.35
O -0.894 3.754 1.639 -0.64
```

=====

(6)
The following is a quantum chemistry calculation of 6 unconnected molecules or ions with the total composition C6H23NO7 at a distorted geometry, from the Open Molecules 2025 dataset.

Its SMILES is C[N+](=O)[O-].CO.CO.CO.CO.CO. The max |F| is 0.048 hartree/bohr. The total energy comes out at -823.62065 Ha. Its net charge is 0. The energy relative to the best compared isomer or geometry (same formula, charge and spin) is 141.4 kcal per mole. Its LUMO energy is 0.1585 eV. Its orbital gap is 9.773 eV.

```
37
Properties=species:S:1:pos:R:3:mulliken_charge:R:1
C 1.337 0.030 2.828 -0.70
O 0.863 -1.058 1.975 -0.53
H 2.057 0.687 2.311 0.26
H 0.499 0.654 3.154 0.25
H 1.823 -0.477 3.657 0.40
H 1.453 -1.788 2.162 0.28
C 2.710 3.801 -0.891 -0.56
O 2.106 4.362 0.251 -0.49
H 2.022 3.683 -1.744 0.26
H 3.565 4.399 -1.255 0.32
H 3.082 2.787 -0.655 0.20
H 1.763 5.212 -0.022 0.29
C -2.750 -0.071 -2.294 -0.42
O -4.000 -0.536 -2.613 -0.55
H -2.146 -0.835 -1.806 0.17
H -2.232 0.219 -3.217 0.24
H -2.769 0.822 -1.658 0.22
H -4.409 -0.886 -1.825 0.31
C -2.327 -1.891 3.038 -0.33
O -3.319 -2.754 2.524 -0.52
H -2.128 -1.156 2.272 0.05
H -2.745 -1.321 3.875 0.31
H -1.381 -2.365 3.363 0.20
H -3.610 -3.326 3.236 0.29
C 0.125 1.157 -0.751 -0.79
O -0.598 0.260 0.019 -0.30
H 0.769 1.609 0.003 0.34
H 0.694 0.906 -1.663 0.25
H -0.514 1.990 -1.051 0.37
H 0.036 -0.217 0.585 0.17
C 1.681 -2.165 -1.380 -0.34
N 1.148 -1.786 -2.728 0.93
O 1.659 -0.861 -3.291 -0.54
O 0.175 -2.410 -3.148 -0.54
H 1.213 -1.504 -0.669 -0.07
H 2.747 -1.963 -1.424 0.29
H 1.402 -3.206 -1.165 0.29
```